Entry from the Open Molecules 2025 dataset: an isolated molecule of C4H6N2O (ωB97M-V with the def2-TZVPD basis set).

Summary:
* molecular weight: 98.10 g/mol
* net charge: 0
* SMILES string: COc1cnc[nH]1
* orbital gap: 9.154 eV

The geometry in XYZ format:
```
13
Properties=species:S:1:pos:R:3:forces:R:3:nbo_charge:R:1
C 1.846227 -0.040275 -1.049274 0.2 -0.1 -0.2 -0.25
O 1.098128 0.898511 -0.288896 -0.1 0.0 0.1 -0.49
C -0.077087 0.352070 0.076582 -0.2 -0.2 0.0 0.39
C -0.780655 -0.718473 -0.397598 0.1 0.0 -0.2 -0.21
N -1.898871 -0.921914 0.381172 0.0 0.3 0.2 -0.44
C -1.864914 0.008009 1.293720 -0.2 0.0 0.0 0.15
N -0.768658 0.823059 1.159338 0.1 0.0 -0.1 -0.55
H 1.348493 -0.251891 -2.003470 0.1 0.1 0.1 0.18
H 1.925543 -0.975337 -0.482312 0.1 0.1 -0.1 0.19
H 2.829162 0.390424 -1.231701 -0.1 0.0 0.0 0.20
H -0.552706 -1.326128 -1.261963 -0.1 0.0 0.2 0.21
H -2.606505 0.160004 2.065679 0.1 0.0 -0.1 0.19
H -0.498156 1.601940 1.738722 0.0 -0.1 -0.1 0.42
```
Positions in Å, forces in eV/Å.